1.
Entry from the Open Molecules 2025 dataset: a molecular structure, C38H31N7SSbTi (ωB97M-V with the def2-TZVPD basis set).

Computed properties:
Max |F| in eV Å⁻¹: 3.028
E_HOMO (spin up / spin down) in eV: -9.62 / -9.61
DFT total energy in Eh: -3337.78693
LUMO level (spin up / spin down) in eV: -3.3 / -3.3
Frontier orbital gap (spin up / spin down) in Eh: 0.233 / 0.233
Total charge: +1

Geometry (Å):
Ti 0.029 0.082 0.039
C 0.067 -4.270 1.186
C -0.305 -2.917 1.102
N 0.227 -2.090 0.227
C 1.189 -2.558 -0.631
C 1.622 -3.888 -0.616
C 1.027 -4.746 0.336
C 2.579 -4.311 -1.577
C 3.038 -3.422 -2.502
C 2.609 -2.070 -2.509
C 1.713 -1.627 -1.578
N 1.232 -0.321 -1.415
C 0.782 0.522 -2.467
C 1.553 1.123 -3.423
C 0.969 1.958 -4.403
C -0.376 2.190 -4.427
C -1.210 1.595 -3.450
C -2.616 1.744 -3.415
C -3.356 1.102 -2.467
C -2.688 0.336 -1.495
N -1.383 0.195 -1.486
C -0.620 0.784 -2.476
H -0.410 -4.907 1.917
H -1.050 -2.503 1.773
H 1.335 -5.783 0.378
H 2.918 -5.339 -1.571
H 3.753 -3.743 -3.247
H 3.003 -1.388 -3.250
H 2.622 0.961 -3.422
H 1.608 2.413 -5.147
H -0.817 2.821 -5.188
H -3.098 2.364 -4.162
H -4.432 1.188 -2.427
H -3.236 -0.146 -0.694
S -0.036 2.286 0.412
Sb -2.022 1.092 2.099
C 2.165 0.188 2.829
C 2.945 0.922 3.721
C 4.282 1.173 3.446
C 4.858 0.690 2.280
C 4.093 -0.046 1.385
C 2.759 -0.284 1.665
C -1.759 2.284 3.813
C -0.998 3.448 3.764
C -0.902 4.265 4.884
C -1.580 3.936 6.048
C -2.361 2.787 6.093
C -2.450 1.962 4.981
C -3.016 -0.599 3.008
C -4.296 -0.794 2.485
C -5.101 -1.861 2.872
C -4.625 -2.775 3.797
C -3.351 -2.608 4.332
C -2.564 -1.534 3.945
H 2.500 1.342 4.614
H 4.870 1.760 4.137
H 5.898 0.894 2.064
H 4.528 -0.428 0.471
H 2.201 -0.891 0.960
H -0.459 3.705 2.860
H -0.300 5.163 4.842
H -1.511 4.580 6.915
H -2.907 2.537 6.994
H -3.053 1.063 5.031
H -4.693 -0.092 1.754
H -6.092 -1.981 2.454
H -5.240 -3.611 4.103
H -2.979 -3.319 5.060
H -1.579 -1.418 4.379
N 0.242 0.082 6.586
C 0.660 -0.394 5.388
N 1.467 -1.490 5.417
N 0.215 0.192 4.325
C 0.689 0.057 3.066
N -0.115 0.000 2.053
H 0.323 -0.459 7.428
H -0.445 0.819 6.556
H 1.928 -1.725 6.280
H 1.973 -1.716 4.577

Löwdin population analysis, charges in e, atoms 1 to 4: 0.59, -0.02, -0.08, 0.01

2.
Entry from the Open Molecules 2025 dataset: 6 unconnected molecules or ions with the total composition C38H32BrN8O11P (ωB97M-V with the def2-TZVPD basis set).

Computed properties:
Max |F| in eV Å⁻¹: 3.643
E_HOMO in eV: -7.91
SMILES: Nc1ccc(P(O)Br)c2nccnc12.O=[N+]([O-])c1ccccc1.O=[N+]([O-])c1ccccc1.O=[N+]([O-])c1ccccc1.O=[N+]([O-])c1ccccc1.O=[N+]([O-])c1ccccc1
DFT total energy in Eh: -5647.85399
LUMO level in eV: -0.8
Frontier orbital gap in Eh: 0.260

Geometry (Å):
N -2.686 0.707 -0.101
C -3.482 1.898 -0.260
C -2.852 3.144 0.124
C -3.573 4.453 0.017
C -4.945 4.418 -0.464
P -5.899 6.021 -0.580
O -5.067 7.192 0.335
Br -7.838 5.739 0.615
C -5.621 3.136 -0.865
N -6.933 3.228 -1.294
C -7.451 2.022 -1.617
C -6.678 0.759 -1.561
N -5.394 0.625 -1.154
C -4.897 1.863 -0.786
H -3.220 -0.116 -0.408
H -2.553 0.544 0.910
H -1.812 3.156 0.519
H -3.031 5.376 0.318
H -5.172 6.920 1.271
H -8.520 1.971 -1.947
H -7.204 -0.178 -1.885
O -1.277 -0.301 2.277
N -1.319 -0.187 3.495
O -1.992 -0.887 4.227
C -0.506 0.865 4.109
C 0.244 1.709 3.299
C 0.994 2.720 3.885
C 0.994 2.879 5.265
C 0.247 2.023 6.068
C -0.507 1.011 5.491
H 0.251 1.595 2.217
H 1.577 3.388 3.263
H 1.577 3.674 5.716
H 0.252 2.148 7.144
H -1.088 0.352 6.124
O 1.772 3.455 0.593
N 1.655 2.277 0.297
O 0.616 1.645 0.384
C 2.842 1.571 -0.190
C 4.054 2.244 -0.269
C 5.181 1.564 -0.709
C 5.089 0.224 -1.069
C 3.869 -0.438 -0.995
C 2.739 0.235 -0.554
H 4.136 3.287 0.009
H 6.133 2.077 -0.768
H 5.971 -0.306 -1.407
H 3.802 -1.481 -1.280
H 1.793 -0.290 -0.498
O 4.445 -5.755 -3.094
N 3.954 -4.641 -3.107
O 4.537 -3.626 -2.763
C 2.566 -4.510 -3.564
C 1.859 -5.648 -3.928
C 0.539 -5.526 -4.337
C -0.061 -4.273 -4.383
C 0.657 -3.138 -4.026
C 1.977 -3.254 -3.613
H 2.318 -6.626 -3.895
H -0.025 -6.407 -4.617
H -1.095 -4.181 -4.697
H 0.186 -2.164 -4.066
H 2.528 -2.364 -3.335
O -0.641 -8.428 -3.267
N -0.767 -9.608 -3.556
O -1.808 -10.231 -3.465
C 0.418 -10.326 -4.040
C 1.633 -9.661 -4.123
C 2.757 -10.348 -4.559
C 2.658 -11.688 -4.913
C 1.434 -12.343 -4.837
C 0.307 -11.662 -4.398
H 1.720 -8.618 -3.849
H 3.712 -9.840 -4.620
H 3.538 -12.225 -5.248
H 1.361 -13.388 -5.116
H -0.640 -12.182 -4.340
O 2.549 5.602 5.979
N 2.157 6.701 6.338
O 2.259 7.132 7.471
C 1.514 7.556 5.334
C 1.347 7.081 4.040
C 0.717 7.883 3.099
C 0.264 9.148 3.454
C 0.445 9.618 4.749
C 1.072 8.821 5.697
H 1.696 6.097 3.753
H 0.575 7.521 2.088
H -0.233 9.770 2.718
H 0.093 10.606 5.021
H 1.205 9.195 6.704

Löwdin population analysis, charges in e, atoms 1 to 4: 0.08, -0.20, -0.01, -0.06

3.
Entry from the Open Molecules 2025 dataset: a molecular structure, C38H32ClFHgN4O10P (ωB97M-V with the def2-TZVPD basis set).

Computed properties:
Max |F| in eV Å⁻¹: 1.450
E_HOMO (spin up / spin down) in eV: -0.10 / -2.83
DFT total energy in Eh: -3493.63184
LUMO level (spin up / spin down) in eV: 4.1 / 4.1
Spin multiplicity: 2
⟨S²⟩: 0.77
Frontier orbital gap (spin up / spin down) in Eh: 0.155 / 0.255
Total charge: -2

Geometry (Å):
Hg 0.037 1.117 0.191
O -2.256 4.712 1.159
C -1.391 3.832 1.198
O -1.234 2.911 0.330
C -0.449 3.842 2.425
C -0.481 2.521 3.229
C -0.083 2.813 4.684
C 1.412 3.174 4.501
C 1.625 2.838 3.005
O 0.668 1.801 2.778
C 1.084 4.004 2.154
C 1.616 3.894 0.700
O 2.031 4.920 0.165
O 1.684 2.714 0.197
H -0.808 4.662 3.044
H -1.380 1.921 3.096
H -0.196 1.908 5.283
H -0.674 3.608 5.140
H 2.064 2.584 5.146
H 1.606 4.230 4.691
H 2.623 2.502 2.737
H 1.427 4.974 2.509
O 3.367 1.478 -1.057
N 3.340 0.291 -0.337
C 4.338 0.118 0.510
C 4.250 -1.068 1.244
C 5.273 -1.601 2.066
C 5.143 -2.853 2.610
C 3.985 -3.613 2.368
C 2.945 -3.078 1.617
C 3.032 -1.809 1.053
P 1.719 -1.020 0.029
C 1.956 -1.696 -1.665
C 1.002 -1.456 -2.651
C 1.139 -2.009 -3.917
C 2.223 -2.823 -4.209
C 3.171 -3.078 -3.228
C 3.043 -2.514 -1.966
C 0.430 -2.324 0.560
C -0.150 -3.338 -0.198
C -1.024 -4.252 0.386
C -1.333 -4.169 1.734
C -0.791 -3.140 2.497
C 0.063 -2.227 1.907
H 2.748 2.100 -0.582
H 5.132 0.853 0.601
H 6.169 -1.013 2.238
H 5.944 -3.268 3.212
H 3.894 -4.614 2.775
H 2.062 -3.681 1.459
H 0.136 -0.850 -2.406
H 0.393 -1.811 -4.679
H 2.333 -3.259 -5.196
H 4.014 -3.725 -3.441
H 3.791 -2.709 -1.208
H 0.095 -3.446 -1.247
H -1.468 -5.036 -0.220
H -2.007 -4.889 2.185
H -1.045 -3.060 3.548
H 0.482 -1.415 2.496
Cl 2.016 1.932 -5.739
C 0.732 2.110 -4.585
C -0.489 2.633 -4.971
C -1.477 2.729 -4.006
C -1.205 2.305 -2.714
N -0.024 1.806 -2.357
C 0.935 1.710 -3.273
H -0.655 2.944 -5.994
H -2.450 3.134 -4.252
H -1.950 2.354 -1.930
H 1.889 1.307 -2.954
F -5.485 -1.115 -4.017
C -5.733 -0.840 -2.722
C -4.757 -0.995 -1.808
N -4.966 -0.757 -0.477
C -3.880 -0.988 0.477
C -2.541 -0.308 0.106
O -1.866 0.055 1.103
O -2.235 -0.211 -1.096
C -6.206 -0.375 -0.006
O -6.478 -0.217 1.169
N -7.156 -0.190 -0.992
C -7.056 -0.412 -2.369
O -8.020 -0.244 -3.091
H -3.744 -1.269 -2.071
H -3.665 -2.054 0.534
H -4.194 -0.632 1.449
H -8.060 0.112 -0.666

Löwdin population analysis, charges in e, atoms 1 to 4: 1.14, 0.00, -0.62, -0.13